# 1
The following is a DFT calculation (ωB97M-V with the def2-TZVPD basis set) of C21H9FO15Pt as an isolated structure in a non-equilibrium geometry.

The geometry in XYZ format:
```
47
C21H9FO15Pt | the OMol25 dataset | ωB97M-V with the def2-TZVPD basis set
Pt -0.397 -0.360 0.377
C 4.033 0.254 -4.448
C 3.144 0.592 -3.429
C 3.389 1.852 -2.482
O 2.578 2.217 -1.613
C 4.633 2.498 -2.648
C 5.518 2.205 -3.648
C 5.160 0.992 -4.553
O 5.989 0.575 -5.460
O 6.684 2.800 -3.553
O 2.163 -0.106 -3.174
H 3.704 -0.609 -5.008
H 4.993 3.178 -1.890
C -5.509 4.175 1.302
C -4.745 2.989 0.973
C -5.268 2.076 -0.170
O -4.402 1.398 -0.654
C -6.681 2.181 -0.544
C -7.288 3.313 -0.258
C -6.722 4.384 0.666
O -7.350 5.464 1.004
O -8.347 3.482 -1.009
O -3.648 2.639 1.549
H -5.285 4.793 2.160
H -7.145 1.451 -1.190
C 6.047 2.130 3.762
C 7.230 1.844 2.905
C 7.137 0.503 2.122
O 8.032 0.175 1.376
C 6.010 -0.399 2.407
C 4.914 0.034 3.066
C 4.920 1.384 3.764
O 3.941 2.028 4.301
O 3.834 -0.633 2.705
O 8.111 2.666 2.568
H 6.096 3.022 4.369
H 5.988 -1.322 1.846
C -5.138 -7.538 0.566
C -5.867 -6.581 -0.408
O -5.087 -5.401 -0.316
C -4.306 -5.489 0.691
O -3.413 -4.747 0.933
O -4.470 -6.623 1.391
F -7.161 -6.328 -0.165
H -4.322 -8.121 0.140
H -5.854 -8.138 1.127
H -5.841 -6.901 -1.449
```

Output
Charge: -4
LUMO level (spin up / spin down) (eV): 4.886 / 4.755
Multiplicity: 3
Frontier orbital gap (spin up / spin down) (eV): 1.338 / 1.207
HOMO level (spin up / spin down) (eV): 3.548 / 3.548
⟨S²⟩: 2.0696

Löwdin population analysis, charges in e, atoms 1 to 2: -0.01 -0.08



# 2
The following is a DFT calculation (ωB97M-V with the def2-TZVPD basis set) of a 8-piece molecular cluster, C47H87BrN2O16P overall in a non-equilibrium geometry.

The geometry in XYZ format:
```
154
C47H87BrN2O16P | the OMol25 dataset | ωB97M-V with the def2-TZVPD basis set
C 3.386 -1.559 -1.246
C 1.908 -1.560 -1.842
P 0.573 -1.374 -0.535
C 0.367 -3.145 0.142
C -1.074 -0.762 -1.278
C -1.152 -0.994 -2.866
C -2.236 -0.059 -3.573
C -1.591 1.016 -4.553
C -2.185 0.829 -6.030
N -1.297 0.031 -6.915
C -2.318 -1.574 -0.693
O -2.408 -1.854 0.528
O -3.264 -2.020 -1.481
N -1.187 0.707 -1.081
C 0.062 1.428 -1.392
C -0.141 2.920 -1.828
C 1.100 3.681 -2.066
C 1.096 5.079 -2.518
C -0.201 5.724 -2.738
C -1.428 4.972 -2.493
C -1.420 3.579 -2.040
C -1.633 1.076 0.279
C -3.175 1.508 0.280
C -4.060 0.640 1.239
Br -3.402 3.410 0.896
H 3.634 -2.640 -1.024
H 4.084 -1.246 -2.062
H 3.483 -0.981 -0.294
H 1.776 -2.590 -2.298
H 1.855 -0.842 -2.695
H -0.369 -3.719 -0.478
H 0.082 -3.105 1.227
H 1.386 -3.621 0.022
H -1.377 -2.067 -3.088
H -0.180 -0.756 -3.379
H -2.817 -0.759 -4.245
H -2.981 0.366 -2.863
H -0.476 0.906 -4.656
H -1.820 2.075 -4.278
H -3.186 0.323 -6.024
H -2.344 1.851 -6.490
H -1.701 -0.890 -7.080
H -0.357 -0.065 -6.532
H 0.715 1.464 -0.467
H 0.640 0.936 -2.213
H 2.101 3.209 -1.904
H 2.082 5.568 -2.704
H -0.239 6.777 -3.113
H -2.387 5.517 -2.692
H -2.358 3.003 -1.878
H -1.402 0.322 1.074
H -1.082 2.015 0.581
H -3.564 1.359 -0.764
H -4.377 -0.335 0.770
H -5.018 1.204 1.434
H -3.574 0.406 2.217
O 1.486 -5.388 -2.707
C 0.694 -6.275 -2.529
O 0.804 -7.076 -1.450
C -0.196 -8.017 -1.047
C -0.020 -9.343 -1.758
C -0.373 -6.571 -3.550
H -1.198 -7.603 -1.175
H -0.058 -8.162 0.026
H -0.142 -9.238 -2.837
H -0.747 -10.072 -1.397
H 0.985 -9.735 -1.589
H 0.030 -7.243 -4.308
H -0.664 -5.633 -4.022
H -1.282 -6.994 -3.125
O 1.143 1.249 3.564
C 0.533 0.422 4.192
O -0.792 0.287 4.017
C -1.568 -0.790 4.562
C -2.023 -0.470 5.972
C 1.215 -0.407 5.250
H -1.027 -1.736 4.499
H -2.441 -0.892 3.917
H -1.176 -0.349 6.651
H -2.666 -1.262 6.360
H -2.577 0.470 5.985
H 1.210 0.138 6.194
H 2.246 -0.577 4.943
H 0.770 -1.391 5.389
O 3.354 3.421 -4.266
C 4.448 3.861 -4.042
O 4.637 5.198 -3.986
C 5.842 5.818 -3.528
C 6.846 5.961 -4.653
C 5.643 2.951 -3.916
H 6.252 5.290 -2.665
H 5.555 6.810 -3.174
H 7.153 4.988 -5.042
H 7.736 6.492 -4.309
H 6.408 6.512 -5.487
H 6.055 2.759 -4.908
H 5.312 2.009 -3.480
H 6.422 3.335 -3.260
O -4.642 6.790 -3.494
C -5.488 6.117 -2.964
O -5.236 4.832 -2.667
C -6.091 4.013 -1.859
C -7.174 3.363 -2.696
C -6.869 6.666 -2.710
H -6.494 4.578 -1.016
H -5.454 3.238 -1.431
H -7.831 4.107 -3.151
H -7.781 2.693 -2.085
H -6.730 2.791 -3.513
H -7.482 6.521 -3.600
H -6.782 7.733 -2.507
H -7.363 6.228 -1.845
O 9.980 0.045 -1.978
C 9.349 -0.756 -1.338
O 8.031 -0.901 -1.556
C 7.235 -1.957 -0.999
C 6.728 -1.593 0.380
C 9.993 -1.538 -0.222
H 7.778 -2.905 -1.009
H 6.386 -2.083 -1.673
H 7.549 -1.450 1.085
H 6.072 -2.375 0.767
H 6.172 -0.654 0.345
H 9.954 -0.952 0.697
H 11.035 -1.717 -0.486
H 9.547 -2.517 -0.056
O 3.760 -2.100 6.881
C 3.332 -3.213 6.729
O 2.231 -3.605 7.400
C 1.524 -4.824 7.140
C 2.122 -5.980 7.915
C 4.059 -4.215 5.871
H 1.468 -5.023 6.068
H 0.500 -4.656 7.476
H 3.152 -6.174 7.614
H 1.538 -6.889 7.760
H 2.141 -5.752 8.983
H 4.817 -4.719 6.471
H 4.546 -3.679 5.057
H 3.406 -4.951 5.405
O -4.453 0.378 4.381
C -5.229 1.222 4.738
O -6.277 0.887 5.522
C -7.133 1.838 6.161
C -8.258 2.266 5.241
C -5.107 2.639 4.243
H -6.561 2.685 6.546
H -7.553 1.329 7.031
H -7.878 2.773 4.353
H -8.941 2.942 5.759
H -8.819 1.396 4.896
H -5.625 2.732 3.288
H -4.051 2.864 4.097
H -5.484 3.383 4.943
```

Output
Charge: -1
LUMO level (eV): 1.871
Frontier orbital gap (eV): 6.230
HOMO level (eV): -4.359

Löwdin population analysis, charges in e, atoms 1 to 2: -0.18 -0.43



# 3
The following is a DFT calculation (ωB97M-V with the def2-TZVPD basis set) of a 17-piece molecular cluster, C10H41ClF9NO22PS2 overall in a non-equilibrium geometry.

The geometry in XYZ format:
```
87
C10H41ClF9NO22PS2 | the OMol25 dataset | ωB97M-V with the def2-TZVPD basis set
C 4.932 1.926 0.278
C 4.393 1.589 -1.246
O 4.864 2.274 -2.315
O 3.404 0.531 -1.524
C 2.114 0.912 -0.873
C 0.975 -0.308 -1.000
N 0.809 -0.860 0.389
C 1.154 -2.320 0.516
Cl 0.983 -2.986 2.280
P 3.066 -2.483 0.166
S 3.473 -3.231 -1.581
C 0.247 -3.339 -0.409
O 0.163 -3.328 -1.744
O -0.541 -4.423 0.267
S -0.629 -0.375 1.209
O -0.234 0.005 2.690
O -1.746 -1.485 1.302
C -1.500 1.152 0.540
F -0.580 2.245 0.112
F -2.326 0.702 -0.642
C -2.481 1.845 1.704
F -1.623 2.704 2.603
F -3.105 0.835 2.607
C -3.705 2.737 1.079
F -4.375 3.407 2.257
F -4.780 1.850 0.499
C -3.247 3.952 0.078
F -2.999 3.492 -1.331
F -4.402 4.911 -0.005
F -2.086 4.747 0.542
H 6.056 1.623 0.413
H 4.715 3.068 0.461
H 4.288 1.293 1.033
H 2.240 1.198 0.264
H 1.700 1.829 -1.482
H 1.469 -1.073 -1.773
H -0.014 0.050 -1.527
H 3.645 -3.409 1.148
H 3.741 -1.214 0.403
O -4.969 -0.421 -2.227
H -4.291 -1.101 -2.097
H -4.781 0.233 -1.538
O -4.170 -2.049 -4.583
H -4.528 -1.464 -3.899
H -3.210 -1.941 -4.504
O -0.685 2.552 -3.025
H -0.806 2.929 -3.910
H -1.417 2.924 -2.510
O 0.874 1.928 4.308
H 0.667 2.873 4.357
H 0.051 1.523 3.995
O 1.904 -4.109 4.568
H 2.749 -4.568 4.450
H 1.440 -4.640 5.232
O -0.170 -4.324 -4.406
H -0.066 -3.746 -3.635
H 0.028 -3.747 -5.159
O 4.198 -5.281 1.761
H 4.840 -5.942 1.463
H 3.355 -5.758 1.764
O 6.218 -4.126 -1.669
H 6.933 -3.945 -2.298
H 6.442 -4.995 -1.304
O -5.182 0.610 4.478
H -5.896 1.146 4.101
H -4.429 0.778 3.892
O -6.726 -1.795 4.906
H -6.248 -0.958 4.801
H -7.115 -1.953 4.033
O 4.885 0.076 -4.849
H 4.988 0.654 -4.077
H 5.083 0.653 -5.601
O 6.285 2.455 2.878
H 5.927 3.040 3.562
H 7.245 2.563 2.957
O -6.534 4.583 3.673
H -6.009 4.010 3.094
H -6.701 5.370 3.134
O 1.185 4.873 5.527
H 0.827 5.458 6.211
H 2.145 4.981 5.606
O -0.048 -3.372 -7.765
H 0.595 -4.033 -8.063
H -0.891 -3.849 -7.762
O -4.272 0.921 -5.715
H -4.412 -0.015 -5.504
H -3.359 0.954 -6.038
```

Output
Charge: -1
LUMO level (eV): 0.390
Frontier orbital gap (eV): 5.183
HOMO level (eV): -4.793

Löwdin population analysis, charges in e, atoms 1 to 2: -0.03 -0.27



# 4
The following is a DFT calculation (ωB97M-V with the def2-TZVPD basis set) of a 2-piece molecular cluster, CH3NOS overall in a non-equilibrium geometry.

The geometry in XYZ format:
```
7
CH3NOS | the OMol25 dataset | ωB97M-V with the def2-TZVPD basis set
C 0.521 -1.421 -1.117
N -0.260 -0.622 -0.769
O -0.973 1.098 1.551
S -0.984 0.802 0.135
H 2.202 -0.254 0.420
H 1.765 -0.002 -0.157
H -2.271 0.399 -0.064
```

Output
LUMO level (eV): -0.813
Energy relative to the best compared isomer or geometry (same formula, charge and spin) (kcal/mol): 117.1
Frontier orbital gap (eV): 9.878
HOMO level (eV): -10.691

Löwdin population analysis, charges in e, atoms 1 to 2: -0.09 -0.33



# 5
The following is a DFT calculation (ωB97M-V with the def2-TZVPD basis set) of C5H14AlF3O4S as an isolated structure in a non-equilibrium geometry.

The geometry in XYZ format:
```
28
C5H14AlF3O4S | the OMol25 dataset | ωB97M-V with the def2-TZVPD basis set
C 4.353 -0.371 -0.026
C 2.994 -0.566 -0.686
C 2.393 0.757 -1.171
C 1.049 0.534 -1.887
O 0.015 1.428 -1.534
Al -0.529 1.575 0.101
S -2.532 0.231 0.385
O -2.513 -0.500 1.692
O -3.747 1.027 0.270
C -2.737 -1.155 -0.847
F -3.920 -1.755 -0.705
F -2.633 -0.659 -2.075
F -1.773 -2.063 -0.663
H 4.256 0.286 0.840
H 5.080 0.060 -0.714
H 4.746 -1.327 0.325
H 2.292 -0.998 0.032
H 3.097 -1.208 -1.564
H 2.319 1.472 -0.352
H 3.107 1.165 -1.892
H 0.749 -0.518 -1.787
H 1.231 0.675 -2.958
H 0.450 1.056 1.248
H -1.054 3.039 0.416
O -4.261 -0.331 3.517
H -3.539 -0.422 2.767
H -3.911 -0.621 4.375
H -5.065 -0.819 3.275
```

Output
LUMO level (eV): -1.355
Frontier orbital gap (eV): 7.599
HOMO level (eV): -8.954

Löwdin population analysis, charges in e, atoms 1 to 2: -0.12 -0.28



# 6
The following is a DFT calculation (ωB97M-V with the def2-TZVPD basis set) of C20H33N5O2 in the gas phase in a non-equilibrium geometry.

The geometry in XYZ format:
```
60
C20H33N5O2 | the OMol25 dataset | ωB97M-V with the def2-TZVPD basis set
C -2.414 -1.796 2.433
C -2.484 -2.901 1.385
C -1.206 -3.739 1.297
C -0.005 -2.980 0.729
C -0.141 -2.711 -0.772
C 0.564 -1.426 -1.222
N 0.078 -0.289 -0.482
C 0.666 0.395 0.530
C 2.082 0.247 0.977
N 2.896 1.303 0.398
C 4.110 1.598 1.132
C 5.218 0.559 0.925
C 5.542 0.429 -0.565
C 6.612 -0.630 -0.811
C 4.255 0.104 -1.325
C 3.176 1.152 -1.016
N -0.149 1.275 1.088
C -1.313 1.157 0.420
C -1.215 0.187 -0.566
C -2.308 -0.137 -1.428
O -2.320 -0.961 -2.326
N -3.438 0.626 -1.118
C -4.636 0.400 -1.909
C -3.569 1.594 -0.130
O -4.616 2.182 0.034
N -2.459 1.852 0.643
C -2.516 2.843 1.694
H -2.193 -2.214 3.413
H -1.647 -1.063 2.194
H -3.367 -1.273 2.491
H -3.313 -3.567 1.636
H -2.710 -2.460 0.412
H -1.397 -4.614 0.672
H -0.956 -4.096 2.299
H 0.097 -2.038 1.271
H 0.903 -3.558 0.916
H 0.271 -3.544 -1.344
H -1.192 -2.623 -1.045
H 1.642 -1.505 -1.079
H 0.354 -1.262 -2.282
H 2.448 -0.769 0.760
H 2.087 0.389 2.060
H 3.863 1.691 2.191
H 4.465 2.573 0.781
H 4.894 -0.409 1.316
H 6.109 0.862 1.479
H 5.917 1.396 -0.920
H 6.840 -0.704 -1.872
H 7.527 -0.378 -0.279
H 6.273 -1.604 -0.465
H 4.443 0.087 -2.400
H 3.911 -0.891 -1.033
H 2.246 0.912 -1.535
H 3.517 2.127 -1.379
H -4.403 -0.365 -2.646
H -4.934 1.326 -2.401
H -5.449 0.073 -1.263
H -3.438 3.407 1.573
H -2.506 2.354 2.669
H -1.647 3.494 1.617
```

Output
LUMO level (eV): 0.715
Energy relative to the best compared isomer or geometry (same formula, charge and spin) (kcal/mol): 4.5
Frontier orbital gap (eV): 9.009
SMILES: CCCCCCn1c(CN2CCC(C)CC2)nc2c1c(=O)n(C)c(=O)n2C
HOMO level (eV): -8.294

Löwdin population analysis, charges in e, atoms 1 to 2: -0.10 -0.25